DFT (ωB97M-V/def2-TZVPD) results for a molecular structure, C4H6S in a non-equilibrium geometry.

Geometry as XYZ:
```
11
Properties=species:S:1:pos:R:3:forces:R:3
S 2.33042 0.17548 -0.41914 -0.6 -0.8 0.2
C 0.80149 -0.02434 0.47870 -3.4 1.4 -5.2
C -0.63372 1.15560 -0.12011 2.7 -3.8 1.6
C -1.24618 0.00604 -0.37720 0.6 0.0 0.2
C -0.22705 -1.04973 -0.19884 1.1 -1.1 -0.3
H 0.78404 0.16113 1.50388 0.3 -0.5 1.6
H 2.56093 1.03237 0.51499 1.4 1.3 0.7
H -0.41459 -1.95235 0.40141 -0.5 0.5 0.4
H -0.00498 -1.60698 -1.20616 0.5 1.6 1.5
H -0.89621 2.15350 0.07649 -0.3 1.1 -0.1
H -2.21179 -0.26280 -0.66319 -1.8 0.2 -0.6
```
Forces are in eV/Å.

## Properties
- Electronic energy: -15076.6639 eV
- Orbital gap: 9.30 eV
- Net charge: 0



DFT (ωB97M-V/def2-TZVPD) results for a molecular structure, C18H39AsGaIN9O4SSi.

Geometry as XYZ:
```
75
Properties=species:S:1:pos:R:3:forces:R:3
I -3.50685 1.41350 1.74745 0.0 0.0 -0.1
As -1.06203 2.83067 -1.82292 0.1 0.2 -0.1
Ga -0.35176 -0.08206 0.79613 -0.2 -0.4 0.1
S -0.36685 2.88789 0.13611 -0.1 0.0 0.0
Si -0.14242 -3.43129 0.10070 0.0 0.0 0.0
O -0.39498 -3.87582 -1.46688 0.1 -0.2 0.0
O -0.21216 -1.86037 0.26027 0.0 0.1 0.0
O 1.31677 -4.06321 0.52523 0.0 -0.1 0.1
O -1.29347 -4.16975 1.02337 -0.1 -0.1 -0.2
N 0.24437 0.01613 4.77349 0.1 0.0 -0.3
N 2.59920 0.45669 2.28531 -0.2 -0.1 -0.1
N 0.24439 0.16002 2.64223 -0.1 -0.1 -0.1
N -0.53031 -0.01610 3.75169 0.5 0.0 0.1
N 1.47556 0.32855 0.16736 -0.3 0.0 -0.2
N 1.88931 0.36980 -1.12149 0.3 0.0 0.3
N 3.17076 0.49743 -1.12018 -0.2 0.0 0.3
N 1.54144 0.20244 4.40051 -0.2 0.0 0.2
N 3.64873 0.54048 0.14779 0.0 0.0 -0.3
C 1.52487 -3.20673 2.79391 -0.1 0.0 -0.2
C -3.39855 -3.83655 -0.17030 0.2 0.1 0.0
C -0.23984 1.58632 -3.03939 0.0 0.0 0.0
C -0.83805 4.55812 -2.65756 0.0 -0.1 -0.1
C 3.38111 -4.39196 1.61733 0.1 0.0 -0.1
C -0.33734 -3.95058 -3.81395 -0.1 0.0 -0.1
C -2.55710 -4.75966 0.71432 0.1 0.0 -0.1
C 1.87432 -4.32833 1.81993 -0.1 0.1 0.0
C -2.95211 2.53533 -2.07997 0.0 0.0 0.0
C -3.25302 -4.96849 2.05125 0.0 0.0 0.1
C 1.49517 0.27882 3.08983 0.1 0.1 0.0
C 1.27527 -5.30643 -2.47971 0.0 0.0 0.1
C 1.49518 -2.80178 -2.55835 -0.1 0.0 0.2
C 2.57578 0.43214 0.90628 0.0 0.1 0.1
C -2.35569 -0.11156 0.78360 0.2 0.3 0.0
C 0.52175 -3.98078 -2.55994 0.0 0.2 0.0
C -2.33050 -6.10188 0.01824 0.1 0.1 -0.1
C 1.34518 -5.66974 2.32107 -0.1 0.0 0.0
H 0.25560 -5.63287 2.38299 0.1 0.0 0.0
H -0.29364 0.58485 -2.61993 0.0 0.0 0.0
H -2.55788 -1.00153 1.37669 0.0 -0.1 0.0
H -4.32361 -4.33966 -0.46602 0.0 0.0 0.0
H -0.87846 -3.00192 -3.87313 0.0 -0.1 0.0
H -3.65178 -2.92033 0.37084 0.0 -0.1 0.0
H 3.89489 -4.57740 2.56488 0.0 0.0 -0.1
H 2.10921 -2.80887 -3.46185 0.0 0.0 0.0
H -1.87290 -5.93762 -0.96094 0.0 0.0 0.1
H -2.68218 -5.66773 2.66912 0.0 0.1 0.0
H -3.49766 3.20712 -1.42570 -0.1 0.0 0.1
H 0.81054 1.84018 -3.14572 0.0 0.0 0.0
H 3.49543 0.50186 2.73527 0.0 0.0 0.0
H 2.02101 -3.35192 3.75531 0.0 0.0 0.0
H 2.15356 -2.84883 -1.68579 0.0 0.0 -0.1
H 0.21638 4.81874 -2.68005 0.1 0.0 0.0
H -1.24364 4.54113 -3.66922 0.0 0.0 0.0
H -3.21818 1.51191 -1.83182 0.0 -0.1 0.0
H 1.84774 -2.25205 2.37314 0.0 -0.1 0.1
H -3.18774 2.74076 -3.12487 0.0 0.0 0.0
H 0.28297 -4.06115 -4.70779 0.0 0.0 0.0
H 1.81158 -5.36849 -1.53175 0.0 0.0 -0.1
H 1.99114 -5.38291 -3.30323 0.0 0.0 0.0
H 0.57405 -6.14456 -2.54264 0.0 0.1 0.0
H 1.75061 -5.89034 3.31314 0.0 0.0 -0.1
H 3.73551 -3.44647 1.19826 0.0 -0.1 0.1
H -3.27653 -6.63537 -0.10986 0.0 0.0 0.0
H -3.31967 -4.01607 2.58251 0.0 -0.1 0.0
H -0.75998 1.64105 -3.99584 0.0 0.0 0.0
H -4.26139 -5.36574 1.90376 0.1 0.0 0.0
H 0.44409 -3.15723 2.96106 0.1 0.0 0.0
H -1.37451 5.28172 -2.05176 0.0 0.1 0.0
H -2.84046 -3.56560 -1.07072 -0.1 -0.1 0.1
H -1.65468 -6.71671 0.61836 0.0 0.0 0.0
H -2.80064 -0.25509 -0.19679 0.0 0.0 -0.1
H 1.63355 -6.47055 1.63370 0.0 0.1 0.0
H 0.94847 -1.85699 -2.50435 0.1 -0.1 0.0
H -1.06585 -4.76532 -3.78708 0.0 0.0 0.0
H 3.62820 -5.19444 0.91713 0.0 0.0 0.0
```
Forces are in eV/Å.

## Properties
- Electronic energy: -180937.3737 eV
- Orbital gap: 7.91 eV
- Net charge: -1



DFT (ωB97M-V/def2-TZVPD) results for a molecular structure, C44H55BrI2KN4O3 in a non-equilibrium geometry.

Geometry as XYZ:
```
110
Properties=species:S:1:pos:R:3:forces:R:3
I 3.94119 -0.78796 -1.91946 0.0 0.0 0.0
I 0.74555 0.02948 -3.32076 0.0 0.0 -0.1
Br 2.37349 0.61910 2.32240 0.0 0.0 0.0
K -0.39913 -0.32240 0.15388 -0.1 1.9 -0.1
O -0.57713 2.33144 0.88288 -0.1 0.2 0.1
O 0.87829 -2.11617 -0.24639 0.9 -1.8 -0.3
O -2.20262 -1.45801 -1.29886 -0.2 -0.2 -0.2
N 2.03645 1.81402 -0.12876 0.0 0.0 -0.1
N -0.62897 -1.48556 2.34873 -0.1 -0.4 0.8
N -0.11455 -3.16518 3.66458 0.0 0.0 0.0
N -2.44912 1.09590 -0.55532 -0.6 0.2 -0.3
C -1.15488 4.64061 2.75485 0.0 0.0 -0.1
C -4.49980 3.64638 1.10056 0.0 0.1 0.0
C -3.09651 0.69034 -1.64209 -0.1 0.1 0.2
C 2.89414 5.04056 -1.86722 0.0 -0.1 0.0
C -6.00177 5.60185 0.71811 0.0 0.0 0.0
C -3.29021 -2.59236 -3.79498 0.0 0.0 0.1
C -5.92583 4.16524 1.25838 0.0 0.0 0.1
C -3.43980 4.28209 1.82148 0.0 0.0 0.0
C -0.86163 6.00261 2.10411 0.0 0.0 0.0
C 2.58933 2.00353 1.04534 0.0 0.0 -0.1
C -6.93113 3.30929 0.48853 0.0 0.0 0.0
C -4.37513 -0.31918 -3.88558 0.1 0.0 0.0
C -1.77014 4.86616 4.14744 0.0 0.0 0.0
C -0.49377 -5.02859 1.46920 0.0 0.1 0.0
C -4.17106 2.58807 0.31627 0.1 -0.1 0.0
C 2.23479 -1.44067 -2.98661 0.0 0.0 0.0
C -5.58190 1.89781 -4.33092 0.0 -0.1 -0.1
C 0.24730 -5.66378 -0.70262 0.0 0.1 0.1
C -4.18644 -3.52701 -2.96386 0.1 0.0 0.1
C -2.84698 -0.71136 -2.04156 -0.1 0.2 0.2
C -5.47130 3.38354 -3.98449 0.0 0.0 0.0
C 3.30023 3.13998 1.39799 0.0 0.0 0.0
C 0.63385 -4.36615 -0.95066 -0.1 -0.1 0.0
C -3.49916 -1.16148 -3.27614 -0.1 -0.1 -0.3
C 0.18400 3.92372 2.96791 0.0 0.0 0.0
C -0.33107 -6.02090 0.52015 0.0 0.0 -0.1
C -0.27493 -2.75653 2.36817 0.0 0.0 0.1
C 0.48631 -3.30282 0.00097 0.2 -0.1 0.1
C -4.61811 1.04931 -3.50602 0.0 0.0 0.1
C -5.31255 1.73883 -5.83684 0.1 0.0 0.1
C -6.33246 4.16351 2.74094 0.0 0.0 0.0
C -2.14050 3.86908 1.85416 -0.1 0.0 0.2
C -1.83165 -3.06237 -3.66757 0.0 0.1 -0.1
C -0.10202 -3.70262 1.25527 0.0 0.0 0.0
C -3.97871 1.52287 -2.40907 0.1 -0.1 -0.1
C -1.74474 2.73613 1.00972 -0.1 -0.1 -0.2
C -0.37867 -2.09924 4.49714 0.0 -0.1 -0.1
C 2.82329 3.98387 -0.79701 0.0 0.0 -0.1
C -0.69613 -1.07439 3.66146 0.0 0.0 -0.1
C -3.67279 -2.71248 -5.27789 -0.1 0.0 0.1
C -7.01699 1.43191 -4.03120 0.0 0.0 0.0
C 2.14858 2.78916 -1.02563 0.0 0.1 0.1
C 3.41366 4.14148 0.44964 0.0 0.0 0.0
C -2.82454 2.12580 0.21275 0.1 0.2 -0.1
H -6.70903 3.29397 -0.58228 0.0 0.0 0.0
H 3.73338 3.23397 2.38366 0.0 0.0 0.0
H -3.87564 -3.50712 -1.91695 0.0 0.0 0.0
H -5.69721 4.82395 3.33463 0.0 0.0 0.0
H -0.32053 -2.17572 5.56926 0.0 0.0 0.0
H -5.71616 5.62780 -0.33630 0.0 0.0 0.0
H -6.25360 3.15579 3.15518 0.0 0.0 0.0
H -1.78129 6.57242 1.94816 0.0 0.0 0.0
H 0.78211 4.50425 3.67927 0.0 0.0 0.0
H -0.96566 -0.06002 3.91345 0.0 0.0 0.0
H -4.26679 1.95680 -6.06747 0.0 0.0 0.0
H 3.60264 5.82504 -1.60027 0.0 0.0 0.0
H 1.07070 -4.12665 -1.91395 0.0 0.1 0.0
H -7.73990 2.01194 -4.61414 0.0 0.0 0.0
H -7.93573 3.72103 0.61760 0.0 0.0 0.0
H -6.93716 2.27974 0.85490 0.0 0.0 0.0
H -3.31705 -3.67026 -5.66396 0.0 0.0 0.0
H -0.38047 5.85781 1.13359 0.0 0.0 0.0
H -1.76104 -4.09613 -4.01924 0.0 0.0 0.0
H 1.67099 2.61058 -1.98403 0.0 0.0 0.0
H -7.36717 4.50324 2.85191 0.0 0.0 0.0
H 0.20879 -4.07265 3.94441 0.0 0.0 0.0
H -0.19137 6.59372 2.73819 0.0 0.0 0.0
H -5.53147 0.72849 -6.18551 0.0 0.0 0.0
H -3.70573 5.14663 2.42055 0.0 0.0 0.0
H -1.47712 -3.01744 -2.64187 0.0 0.0 0.0
H -5.75648 3.57909 -2.94773 0.0 0.0 0.0
H 1.76556 -2.20543 -2.38175 0.0 0.0 0.1
H -0.97997 -5.28096 2.40823 0.0 0.0 0.0
H -0.65796 -7.03538 0.71199 0.0 0.0 0.0
H -4.45339 3.74963 -4.13676 0.0 0.0 0.0
H 2.57578 -1.78239 -3.95416 0.0 -0.1 0.0
H -5.33024 6.26724 1.26580 0.0 0.0 0.0
H 3.95554 5.05105 0.68628 0.0 0.0 0.0
H -7.14215 0.37466 -4.27843 0.0 0.0 0.0
H -2.62425 5.54575 4.12533 0.0 0.0 0.0
H -6.14381 3.95745 -4.62703 0.0 0.0 0.0
H -5.94302 2.42867 -6.40445 0.0 0.0 0.0
H 3.20457 4.60769 -2.81963 0.0 0.0 0.0
H 0.73552 3.82975 2.03711 0.0 0.0 0.1
H -7.01935 5.99490 0.81280 0.0 0.0 0.0
H -4.90333 -0.68898 -4.75578 0.0 0.0 0.0
H 0.38909 -6.41521 -1.47300 0.0 0.0 0.0
H -1.02212 5.30439 4.81416 0.0 0.0 0.0
H -4.75455 -2.68029 -5.43608 0.0 0.0 0.0
H -2.10049 3.91781 4.57613 0.0 0.0 0.0
H -4.03596 2.56583 -2.13040 0.0 0.0 0.0
H 1.91727 5.50478 -2.02162 0.0 0.0 0.0
H -1.17483 -2.44354 -4.28625 0.0 0.0 0.0
H 0.04628 2.91817 3.36910 0.0 0.0 0.0
H -4.11362 -4.55641 -3.32942 0.0 0.0 0.0
H -7.24396 1.55847 -2.97001 0.0 0.0 0.0
H -3.21376 -1.91418 -5.86525 0.0 0.0 0.0
H -5.23016 -3.20733 -3.02252 0.0 0.0 0.0
H -4.92995 2.00768 -0.19036 0.0 0.0 0.0
```
Forces are in eV/Å.

## Properties
- Electronic energy: -161196.3213 eV
- Orbital gap: 5.52 eV
- Net charge: -1



DFT (ωB97M-V/def2-TZVPD) results for a molecular structure, C32H51BEuN3O4P2 in a non-equilibrium geometry.

Geometry as XYZ:
```
94
Properties=species:S:1:pos:R:3:forces:R:3
Eu -0.84312 0.36291 1.57780 -1.0 0.7 0.5
P 0.42831 -2.62221 0.34443 -0.1 0.0 -0.3
P 0.45793 3.00078 -0.15903 -0.3 0.1 -0.4
O -1.62972 -0.59991 3.90233 0.7 0.5 -0.2
O -2.92008 1.77157 -0.06500 0.9 -0.8 -0.1
O -3.51757 -0.87076 5.13686 0.6 0.0 0.0
O -2.56354 2.60406 1.99902 1.5 -0.8 0.4
N 2.65680 1.33554 0.23719 -0.6 0.0 0.2
N 2.65132 -0.91851 0.56879 -0.4 -0.2 0.0
N -2.97543 -1.27489 1.68828 -0.3 0.0 -0.6
C -1.28420 5.19715 0.01519 0.1 0.0 -0.2
C -3.60086 -1.35382 2.85454 -0.3 -0.3 0.8
C 1.52945 2.95862 -2.84193 -0.3 0.0 -0.7
C 4.81327 1.44141 -1.07730 -0.6 0.5 0.1
C 2.20704 -2.29144 0.86495 0.2 0.6 0.0
C 3.77458 -0.58938 -0.18401 0.4 -0.1 0.0
C 0.23075 4.87608 0.03773 -0.6 0.0 0.0
C 1.54228 -2.32943 -2.18783 -0.3 0.2 0.2
C -0.43822 -3.46035 2.79729 0.0 0.2 -0.1
C -0.76858 -3.26585 -2.10125 0.2 0.0 0.1
C -3.23512 2.40626 0.96771 -0.5 0.3 0.0
C 0.91685 5.79644 -0.96751 0.8 0.1 -0.1
C 0.27891 2.61686 -2.01809 0.2 0.2 0.2
C 0.88625 -5.20478 1.61846 0.4 -0.4 0.1
C 0.61132 -3.29980 -1.42534 0.1 0.2 -0.2
C 0.04874 1.10265 -2.01813 -0.1 0.0 -0.2
C 4.85574 -1.33950 -0.65325 -0.4 -0.2 0.3
C -5.53158 -2.28798 1.88009 -0.2 -0.4 -0.1
C -3.61874 -1.69472 0.58681 0.2 0.3 -0.1
C -1.43436 -4.68909 0.90977 0.5 -0.4 0.0
C 5.90981 -0.69576 -1.30083 -0.1 0.0 -0.3
C -0.11388 -4.08440 1.42859 -0.2 0.4 -0.1
C 5.87365 0.67532 -1.54076 0.3 -0.1 0.3
C -4.59428 3.01635 1.00002 -1.0 0.2 -0.3
C -1.00316 3.24056 -2.59884 0.6 0.5 -0.3
C 2.28091 2.74852 0.14181 0.3 -0.1 -0.2
C 3.77280 0.81012 -0.38750 0.1 0.3 -0.1
C -4.90167 -1.87369 3.02557 1.1 0.3 -1.1
C 0.65629 5.22933 1.46977 0.8 0.3 -0.4
C 1.19195 -4.70290 -1.53609 0.4 -0.2 -0.2
C -2.83162 -0.89211 4.10719 -0.8 0.0 0.0
C -4.88010 -2.23098 0.64886 -0.2 0.2 0.1
B 1.88458 0.28144 0.94268 0.2 0.1 -0.4
H -5.37943 -2.55015 -0.24500 -0.1 -0.1 -0.3
H 0.07488 0.68140 -3.03269 -0.1 0.2 0.0
H 0.80726 0.59093 -1.43226 0.0 -0.1 0.1
H 1.60454 -2.62134 -3.24835 0.0 0.0 0.3
H -1.09186 -2.23155 -2.17789 -0.2 0.2 -0.1
H 2.45449 3.23510 1.09835 0.2 0.2 0.1
H -4.75728 3.45478 1.97324 -0.2 0.2 0.1
H 6.72141 1.16663 -2.00972 -0.1 -0.1 -0.1
H -1.80409 -5.35418 1.70856 0.0 0.1 -0.3
H 2.54731 -2.31100 -1.75716 -0.1 -0.1 -0.2
H 1.02756 -5.82768 0.72417 0.0 0.3 0.4
H 1.74277 5.21395 1.58664 0.0 -0.1 0.0
H -1.85698 2.98102 -1.98354 -0.2 0.0 0.2
H -5.34358 2.24367 0.81325 0.0 0.0 0.0
H 0.53479 5.70032 -1.99359 0.0 -0.1 0.4
H 2.01727 5.63185 -1.00026 -0.6 0.1 0.0
H -1.52170 -3.81726 -1.53873 0.0 0.0 -0.1
H -1.17816 2.83701 -3.60188 0.1 -0.1 0.0
H 2.24777 -2.45149 1.94525 0.0 -0.1 0.0
H 1.77787 4.03186 -2.83451 -0.1 -0.4 0.0
H 1.14730 -1.30260 -2.13685 0.2 -0.4 -0.1
H 1.42487 -4.95247 -2.58937 -0.2 0.2 0.3
H -6.52637 -2.70141 1.93263 -0.2 -0.1 0.0
H -4.69392 3.76268 0.20726 0.0 0.0 0.1
H -1.31967 -2.82470 2.68319 0.2 0.0 0.2
H -3.10354 -1.56038 -0.37511 -0.2 -0.1 0.5
H 2.40381 2.40768 -2.48801 -0.1 0.0 -0.1
H -1.38736 6.26406 0.27152 -0.1 -0.2 -0.2
H -1.78049 4.99236 -0.94042 0.2 0.2 0.2
H 2.13397 -4.76655 -0.98334 0.0 -0.1 0.0
H 1.34782 2.65928 -3.90661 0.2 0.2 0.7
H 0.34278 6.24936 1.72143 -0.1 -0.1 0.0
H -0.94784 0.94656 -1.59885 0.0 -0.4 0.1
H 2.90249 3.23479 -0.62194 -0.2 0.0 0.3
H 0.49578 -5.85157 2.41147 0.1 -0.1 0.0
H 4.87055 -2.41804 -0.48382 0.1 0.2 -0.1
H 0.37888 -2.83114 3.18887 -0.3 -0.3 0.0
H -0.69214 -3.69634 -3.10832 0.0 0.1 0.1
H -1.80260 4.61486 0.76554 -0.1 -0.1 0.3
H 0.23581 4.53435 2.17841 -0.3 -0.2 0.3
H 0.51766 -5.47570 -1.16250 0.0 0.1 -0.1
H -0.93519 4.33548 -2.71698 0.0 -0.4 0.1
H -5.31847 -1.94682 4.00617 -0.1 0.1 0.4
H -1.27025 -5.28135 -0.00760 -0.2 0.2 0.4
H 0.74618 6.84207 -0.65783 0.1 -0.2 -0.1
H -0.67226 -4.25149 3.53224 0.1 0.3 -0.2
H 1.85876 -4.83735 1.96384 -0.1 -0.1 -0.1
H 2.89493 -2.98393 0.39971 0.2 -0.4 -0.1
H 4.77817 2.53529 -1.23425 0.2 -0.7 0.1
H 6.76053 -1.26763 -1.65348 -0.1 0.0 0.1
H -2.18871 -3.93300 0.72008 -0.1 0.1 0.0
```
Forces are in eV/Å.

## Properties
- Electronic energy: -85261.0565 eV
- Orbital gap (alpha / beta): 6.27 / 6.41 eV
- 2S+1: 8
- Net charge: -1
- ⟨S²⟩: 15.76



> Which of these has the highest electronic energy?

C4H6S



> Look up the electronic energy of the second one.

-180937.3737 eV



> Which value of net charge does entry 4 give?

-1